1.
C59H77N5O4P2SeSr as an isolated structure, computed with ωB97M-V with the def2-TZVPD basis set.

## Properties
**Total charge**: -2
**Relative energy (zero: lowest compared OMol25 entry of this formula, charge and spin)**: 0.0 kcal per mole
**Molecular weight**: 1148.824 g/mol
**Frontier orbital gap**: 5.380 eV

The geometry in XYZ format:
```
149
C59H77N5O4P2SeSr | the Open Molecules 2025 dataset | ωB97M-V with the def2-TZVPD basis set
Sr 1.262 0.089 0.078
Se -1.434 -0.313 1.606
P 3.344 1.733 -2.450
P 1.495 3.096 1.422
O -0.034 1.204 -1.947
O 0.041 -1.638 -0.769
O 1.576 -0.797 2.170
O -0.835 0.849 -3.963
N -1.536 2.953 -5.276
N -2.051 4.607 -6.911
N 3.009 3.482 0.979
N -1.216 2.536 -7.518
N -2.338 2.169 -0.887
C 1.619 1.349 -6.155
C -1.663 5.265 -0.224
C -2.392 1.474 -2.160
C -0.879 4.534 0.659
C 0.147 5.276 -1.800
C 3.398 -2.333 5.856
C -4.017 -6.078 1.278
C 1.678 -0.859 -5.223
C -2.458 -4.263 -0.634
C -5.446 -4.879 -0.385
C -0.801 -2.039 5.352
C 1.431 -1.689 4.378
C 3.522 -2.691 3.413
C -1.747 3.825 -4.136
C 1.342 -0.010 -6.267
C 7.090 3.354 -2.641
C -0.563 -1.076 3.144
C 0.678 -3.421 -2.714
C -1.842 -1.928 0.630
C 1.103 4.016 2.996
C 5.808 2.966 -2.288
C 2.604 0.991 -3.963
C 5.573 1.807 -4.364
C -3.368 2.114 -3.150
C -1.347 -4.031 6.771
C 0.597 -2.109 5.399
C -2.959 -2.649 1.016
C -1.355 -1.497 4.204
C 1.908 5.084 3.385
C -1.630 -2.540 6.532
C 2.954 -1.770 4.503
C 0.432 4.174 0.336
C -3.131 -2.380 6.289
C 0.852 -1.164 3.173
C 2.233 1.837 -5.011
C 3.600 0.342 -1.358
C 7.625 2.974 -3.868
C -5.287 -4.058 1.950
C -1.267 -1.755 7.802
C 0.586 5.399 5.374
C 6.858 2.199 -4.726
C 0.932 4.551 -0.910
C 2.303 -0.364 -4.085
C 0.060 3.629 3.832
C -4.496 -4.697 0.808
C 1.648 5.776 4.558
C -3.113 3.582 -3.500
C -1.611 3.362 -6.475
C -0.980 -2.345 -0.429
C -0.547 -4.208 -2.237
C 5.021 2.178 -3.138
C 3.560 -0.364 4.368
C -0.053 -5.601 -1.812
C -0.985 1.194 -2.686
C -3.297 -3.846 0.398
C -0.205 4.318 5.011
C -1.334 -3.576 -1.072
C -1.151 5.640 -1.461
C -1.478 -4.358 -3.452
H -3.687 -2.757 7.152
H 4.490 -2.355 5.889
H -3.557 -2.252 1.827
H -3.452 -2.939 5.408
H 0.389 5.934 6.297
H -1.842 2.521 -8.309
H -1.461 -0.691 7.659
H -0.964 3.607 -3.404
H 0.610 -5.518 -0.949
H -4.941 -5.361 -1.223
H -0.943 1.618 -7.197
H -3.476 -6.599 0.486
H 2.749 5.336 2.745
H -2.349 -4.977 -3.231
H -2.674 5.545 0.055
H 3.254 -2.329 2.425
H -0.878 -6.264 -1.539
H 1.136 -3.975 -3.543
H 0.410 -2.426 -3.062
H 3.566 2.633 0.970
H 4.195 -0.438 -1.853
H 0.504 -6.070 -2.630
H -4.369 2.023 -2.720
H -2.165 5.289 -6.178
H 2.540 -1.028 -3.262
H -1.621 4.891 -4.366
H -3.340 -5.974 2.129
H -3.190 4.216 -2.613
H -1.758 6.217 -2.152
H 3.204 0.281 5.175
H -3.898 3.909 -4.191
H 4.180 0.710 -0.500
H 1.350 2.031 -6.955
H 0.553 5.556 -2.766
H -2.765 0.450 -1.992
H 8.626 3.280 -4.150
H 7.672 3.964 -1.960
H 3.038 -3.353 6.012
H -0.210 -1.869 8.048
H -5.668 -3.074 1.670
H -3.380 1.518 -4.065
H -1.529 4.966 -7.695
H -1.294 4.240 1.617
H 2.280 6.610 4.846
H -2.829 3.051 -0.911
H -0.539 2.761 3.569
H -2.700 -5.197 -1.134
H 0.860 -0.401 -7.157
H 3.129 -3.705 3.533
H -1.343 1.436 -4.581
H -1.931 -4.406 7.618
H 7.260 1.889 -5.685
H 5.000 1.192 -5.048
H 3.284 0.090 3.420
H 4.652 -0.419 4.431
H -1.856 -2.106 8.656
H 5.391 3.281 -1.335
H 1.051 -2.514 6.296
H -2.428 -1.389 4.102
H -5.813 -3.910 -0.730
H -1.834 -3.377 -3.775
H -3.402 -1.333 6.142
H -1.384 2.343 -0.592
H 1.417 -3.296 -1.926
H -1.607 -4.612 5.884
H -0.290 -4.203 6.983
H 3.051 -1.713 6.687
H -6.306 -5.497 -0.105
H -6.140 -4.693 2.207
H -0.937 -4.816 -4.286
H 4.613 -2.736 3.492
H 1.442 -1.916 -5.284
H 1.943 4.246 -1.156
H 2.424 2.902 -4.918
H -4.671 -3.941 2.844
H -4.864 -6.702 1.580
H -1.017 3.997 5.654
```

Mulliken atomic charge list, values in e, 4 entries: 1.374, 0.177, 0.993, 1.493


2.
C2H6CrFO2 as an isolated structure, computed with ωB97M-V with the def2-TZVPD basis set.

## Properties
**Total charge**: +1
**Relative energy (zero: lowest compared OMol25 entry of this formula, charge and spin)**: 18.6 kcal per mole
**Molecular weight**: 133.062 g/mol
**Frontier orbital gap (spin up / spin down)**: 7.919 / 8.672 eV
**2S+1**: 5

The geometry in XYZ format:
```
12
C2H6CrFO2 | the Open Molecules 2025 dataset | ωB97M-V with the def2-TZVPD basis set
Cr 0.416 2.066 -0.096
F 2.256 1.315 2.099
O 1.628 0.446 -0.605
O -0.516 0.251 -0.100
C -1.768 -0.401 -0.136
C 0.628 -0.485 -0.562
H 2.408 0.669 1.207
H -1.730 -1.310 0.481
H 0.830 -1.289 0.168
H -2.499 0.305 0.270
H 0.382 -0.909 -1.553
H -2.033 -0.658 -1.173
```

Mulliken atomic charge list, values in e, 4 entries: 1.227, -0.449, -0.927, -0.313


3.
C34H41ClFeN4P2 as an isolated structure, computed with ωB97M-V with the def2-TZVPD basis set.

## Properties
**Relative energy (zero: lowest compared OMol25 entry of this formula, charge and spin)**: 0.0 kcal per mole
**Molecular weight**: 658.976 g/mol
**Frontier orbital gap (spin up / spin down)**: 5.271 / 7.265 eV
**2S+1**: 5

The geometry in XYZ format:
```
83
C34H41ClFeN4P2 | the Open Molecules 2025 dataset | ωB97M-V with the def2-TZVPD basis set
Fe -0.072 0.321 -0.751
Cl -1.151 2.877 2.628
P 1.513 -0.304 -2.120
P -1.450 -0.819 -2.084
N 2.587 0.952 -2.758
N 2.695 -1.518 -1.554
N -2.800 -1.910 -1.759
N -2.418 0.518 -2.781
C 4.379 1.931 -3.740
C -0.910 -1.128 2.639
C -0.793 0.985 4.470
C 0.824 -1.049 -3.605
C -3.981 -2.138 -2.470
C -2.134 0.341 -6.927
C 3.766 -3.470 -1.151
C -4.201 -3.077 -0.412
C -4.865 -2.851 -1.663
C -3.564 1.760 -4.278
C 2.840 -2.838 -1.971
C 2.640 2.268 -2.315
C -1.514 0.417 0.744
C 0.854 1.765 -6.366
C -1.254 -0.709 -7.531
C -1.920 1.657 -7.046
C 3.501 -1.335 -0.431
C 4.176 -2.522 -0.166
C -3.116 0.476 -3.973
C -1.017 1.240 3.115
C -0.671 -1.381 3.990
C -0.593 -1.620 -3.484
C -3.049 2.627 -3.270
C 0.852 0.429 -6.420
C -1.148 0.183 2.173
C -2.938 -2.508 -0.506
C 3.635 0.753 -3.654
C -0.638 -0.331 4.909
C -0.994 2.277 -8.062
C 0.267 -0.361 -7.550
C 1.418 1.021 0.424
C 0.445 2.560 -7.579
C -2.380 1.839 -2.337
C 3.753 2.888 -2.877
H -4.110 -1.774 -3.471
H 1.537 -0.171 -5.812
H 0.766 -0.205 -4.294
H 1.668 0.167 1.081
H 4.114 -4.487 -1.255
H -1.183 -1.452 -4.398
H -0.477 -0.521 5.963
H 4.875 -2.684 0.639
H -4.609 -3.574 0.455
H -5.859 -3.167 -1.937
H -2.492 2.382 -6.456
H 1.519 -1.794 -4.001
H 0.878 1.807 0.988
H 1.110 2.273 -8.410
H 2.280 -3.214 -2.814
H -0.592 -2.711 -3.318
H -0.963 -1.957 1.926
H -3.140 3.708 -3.252
H 0.487 0.111 -8.524
H -1.436 3.240 -8.349
H -2.325 -0.279 0.459
H 1.294 2.338 -5.549
H 3.783 -0.198 -4.132
H 1.900 2.631 -1.618
H -4.158 2.019 -5.146
H -1.861 1.450 0.608
H -0.962 1.674 -8.979
H 5.266 2.089 -4.332
H -3.086 -0.054 -6.558
H 4.095 3.889 -2.664
H -2.123 -2.468 0.199
H -0.512 -2.407 4.323
H 3.519 -0.380 0.069
H -0.738 1.823 5.159
H -1.404 -1.670 -7.012
H -1.544 -0.892 -8.584
H -1.905 2.089 -1.391
H 2.356 1.466 0.056
H -3.209 -0.453 -4.510
H 0.812 -1.321 -7.543
H 0.570 3.640 -7.416
```

Mulliken atomic charge list, values in e, 4 entries: -0.203, -0.235, 0.912, 0.492